w.
Entry from the Open Molecules 2025 dataset: the molecule C4H7N (the ωB97M-V functional and the def2-TZVPD basis).

Geometry as XYZ:
```
12
C4H7N, DFT the ωB97M-V functional and the def2-TZVPD basis
N 0.800 -1.124 0.704
C 0.083 -0.294 0.033
C -0.228 -0.716 -1.407
C 0.263 1.268 0.340
C -1.084 0.868 0.421
H 0.679 1.481 1.326
H 0.563 -1.158 1.700
H -0.143 0.091 -2.131
H -1.271 -1.001 -1.377
H 0.794 1.759 -0.467
H 0.350 -1.598 -1.652
H -1.502 0.986 1.429
```

Results
**Lowest unoccupied orbital energy**: -0.790 eV
**HOMO level**: -8.288 eV
**2S+1**: 1
**Orbital gap**: 7.50 eV
**Total charge**: 0


x.
Entry from the Open Molecules 2025 dataset: a cluster of 2 separate species, C4H7N in total (the ωB97M-V functional and the def2-TZVPD basis).

Geometry as XYZ:
```
12
C4H7N, DFT the ωB97M-V functional and the def2-TZVPD basis
C -2.986 0.311 -0.460
C 0.401 -0.420 -0.035
C 0.665 0.990 -0.446
C 1.234 -1.215 0.768
N -4.090 0.312 -0.766
H -1.870 0.223 -0.409
H -0.116 1.355 -1.177
H 1.599 1.089 -0.918
H 0.820 1.508 0.525
H 0.607 -1.509 1.682
H 2.225 -0.666 1.136
H 1.511 -1.977 0.100
```

Results
**Lowest unoccupied orbital energy (spin up / spin down)**: -0.245 / -0.239 eV
**HOMO level (spin up / spin down)**: -8.241 / -8.250 eV
**2S+1**: 1
**Orbital gap (spin up / spin down)**: 8.00 / 8.01 eV
**Total charge**: 0


Relative calculated energies, zero for the most stable structure, unit eV: w 0.279; x 0.000.


w.
Entry from the Open Molecules 2025 dataset: the molecule C4H7N (the ωB97M-V functional and the def2-TZVPD basis).

Geometry as XYZ:
```
12
C4H7N, DFT the ωB97M-V functional and the def2-TZVPD basis
C -1.629 0.118 -0.095
C -0.316 0.850 0.188
C 0.748 -0.096 0.697
C 1.708 -0.553 -0.071
N 2.657 -0.882 -0.782
H -2.418 0.807 -0.415
H -1.481 -0.628 -0.884
H -1.980 -0.411 0.798
H 0.040 1.345 -0.722
H -0.480 1.642 0.930
H 0.670 -0.484 1.709
H 2.481 -1.708 -1.354
```

Results
**Lowest unoccupied orbital energy**: 0.993 eV
**HOMO level**: -8.772 eV
**SMILES string**: CCC=C=N
**2S+1**: 1
**Orbital gap**: 9.77 eV
**Total charge**: 0


x.
Entry from the Open Molecules 2025 dataset: the molecule C4H7N (the ωB97M-V functional and the def2-TZVPD basis).

Geometry as XYZ:
```
12
C4H7N, DFT the ωB97M-V functional and the def2-TZVPD basis
C -1.081 0.285 1.047
C 0.049 -0.657 0.761
C 0.364 -0.900 -0.548
N -0.056 -0.170 -1.699
C 0.868 0.671 -1.292
H -1.955 -0.029 0.455
H -1.320 0.299 2.112
H -0.932 1.300 0.658
H 0.535 -1.098 1.620
H 0.894 -1.806 -0.859
H 1.899 0.588 -1.663
H 0.735 1.518 -0.592
```

Results
**Lowest unoccupied orbital energy**: -0.225 eV
**HOMO level**: -7.614 eV
**2S+1**: 1
**Orbital gap**: 7.39 eV
**Total charge**: 0


y.
Entry from the Open Molecules 2025 dataset: the molecule C4H7N (the ωB97M-V functional and the def2-TZVPD basis).

Geometry as XYZ:
```
12
C4H7N, DFT the ωB97M-V functional and the def2-TZVPD basis
C -1.606 0.096 -0.069
C -0.180 0.626 -0.011
C 0.801 -0.550 0.164
C 2.214 -0.194 0.011
N 3.328 -0.041 -0.258
H -2.327 0.906 -0.217
H -1.710 -0.613 -0.897
H -1.863 -0.429 0.858
H 0.062 1.179 -0.925
H -0.082 1.345 0.814
H 0.655 -1.019 1.147
H 0.708 -1.305 -0.617
```

Results
**Lowest unoccupied orbital energy**: 0.851 eV
**HOMO level**: -11.547 eV
**SMILES string**: CCCC#N
**2S+1**: 1
**Orbital gap**: 12.40 eV
**Total charge**: 0


z.
Entry from the Open Molecules 2025 dataset: the molecule C4H7N (the ωB97M-V functional and the def2-TZVPD basis).

Geometry as XYZ:
```
12
C4H7N, DFT the ωB97M-V functional and the def2-TZVPD basis
H -0.228 -2.212 1.083
N -0.657 -2.189 0.154
C -0.241 -1.096 -0.317
C -0.185 -0.113 -1.393
C 0.553 0.099 -0.048
C 0.041 1.139 0.923
H -1.054 0.518 -1.575
H 0.426 -0.327 -2.266
H 1.633 -0.042 -0.082
H 0.502 1.029 1.910
H 0.254 2.146 0.553
H -1.044 1.047 1.058
```

Results
**Lowest unoccupied orbital energy**: 0.998 eV
**HOMO level**: -9.374 eV
**SMILES string**: [H]/N=C1/C[C@H]1C
**2S+1**: 1
**Orbital gap**: 10.37 eV
**Total charge**: 0


Relative calculated energies, zero for the most stable structure, unit eV: w 1.019; x 4.388; y 0.000; z 1.574.


w.
Entry from the Open Molecules 2025 dataset: a cluster of 2 separate species, C5H8N in total (the ωB97M-V functional and the def2-TZVPD basis).

Geometry as XYZ:
```
14
C5H8N, DFT the ωB97M-V functional and the def2-TZVPD basis
C -1.070 1.726 0.207
C -1.198 0.572 1.013
C 0.132 0.689 1.635
C 0.090 -1.330 -0.838
C 0.863 -0.397 -1.395
N 0.135 1.228 0.283
H -1.594 2.345 -0.493
H 0.275 1.457 2.389
H 0.723 -0.207 1.811
H 0.421 -1.928 -0.002
H -1.666 -0.361 0.716
H -0.873 -1.590 -1.249
H 0.548 0.141 -2.273
H 1.869 -0.211 -1.055
```

Results
**Lowest unoccupied orbital energy**: -5.505 eV
**HOMO level**: -14.102 eV
**2S+1**: 1
**Orbital gap**: 8.60 eV
**Total charge**: +1


x.
Entry from the Open Molecules 2025 dataset: a cluster of 2 separate species, C5H8N in total (the ωB97M-V functional and the def2-TZVPD basis).

Geometry as XYZ:
```
14
C5H8N, DFT the ωB97M-V functional and the def2-TZVPD basis
C 2.011 0.586 0.013
C 0.663 1.157 0.091
C 0.605 -1.149 -0.012
C -0.211 -0.065 0.154
C -2.322 -0.202 -0.066
N 2.039 -0.716 -0.026
H 2.908 1.174 -0.039
H 0.706 1.830 0.985
H 0.349 1.882 -0.716
H 0.627 -1.890 0.682
H 0.239 -1.790 -0.901
H -2.280 -0.598 -0.986
H -2.919 0.694 -0.020
H -2.416 -0.914 0.840
```

Results
**Lowest unoccupied orbital energy**: -6.553 eV
**HOMO level**: -15.077 eV
**2S+1**: 1
**Orbital gap**: 8.52 eV
**Total charge**: +1


y.
Entry from the Open Molecules 2025 dataset: a structure of composition C5H8N (the ωB97M-V functional and the def2-TZVPD basis).

Geometry as XYZ:
```
14
C5H8N, DFT the ωB97M-V functional and the def2-TZVPD basis
C 0.656 0.139 -1.283
C 0.659 1.062 0.595
C -0.424 0.690 -1.097
C -1.757 0.785 -1.359
C 0.889 -1.209 1.487
N 0.846 0.168 1.466
H 1.506 0.195 -1.918
H -2.235 1.595 -0.821
H -2.293 -0.125 -1.522
H -1.633 1.073 -2.425
H 1.064 -1.641 0.488
H 1.709 -1.531 2.163
H -0.138 -1.590 1.830
H 1.150 0.388 2.397
```

Results
**Lowest unoccupied orbital energy**: -5.010 eV
**HOMO level**: -14.119 eV
**2S+1**: 1
**Orbital gap**: 9.11 eV
**Total charge**: +1


Relative calculated energies, zero for the most stable structure, unit eV: w 0.000; x 0.159; y 1.390.


w.
Entry from the Open Molecules 2025 dataset: the molecule C4H10N2S (the ωB97M-V functional and the def2-TZVPD basis).

Geometry as XYZ:
```
17
C4H10N2S, DFT the ωB97M-V functional and the def2-TZVPD basis
C -1.673 -1.803 -0.262
C -0.558 -1.355 -0.782
S 0.769 -0.727 0.133
N 0.357 -1.080 1.565
N 1.895 -1.395 -0.749
C 0.530 1.149 -0.391
C -0.976 1.623 -0.356
H -2.456 -2.213 -0.912
H -2.011 -1.346 0.674
H -0.111 -1.705 -1.735
H 0.965 -0.630 2.185
H 2.801 -1.138 -0.387
H 1.145 1.939 0.145
H 0.828 1.024 -1.406
H -1.638 0.804 -0.767
H -1.097 2.021 0.669
H -0.929 2.587 -0.968
```

Results
**Lowest unoccupied orbital energy**: 0.678 eV
**HOMO level**: -8.981 eV
**SMILES string**: C=CS(=N)(=N)CC
**2S+1**: 1
**Orbital gap**: 9.66 eV
**Total charge**: 0


x.
Entry from the Open Molecules 2025 dataset: the molecule C4H10N2S (the ωB97M-V functional and the def2-TZVPD basis).

Geometry as XYZ:
```
17
C4H10N2S, DFT the ωB97M-V functional and the def2-TZVPD basis
C -0.409 -2.108 -0.512
C -0.190 -0.892 0.464
S -1.806 -0.024 0.952
C -1.190 1.519 0.254
N -0.290 1.219 -0.843
N 0.586 0.231 -0.496
C 1.689 0.654 0.228
H 0.543 -2.494 -0.856
H -1.067 -1.780 -1.331
H -0.980 -2.909 -0.073
H 0.483 -0.927 1.363
H -0.692 2.211 1.027
H -2.081 2.067 -0.146
H -0.826 0.818 -1.550
H 2.324 1.521 -0.206
H 1.493 0.999 1.311
H 2.411 -0.103 0.414
```

Results
**Lowest unoccupied orbital energy**: 0.936 eV
**HOMO level**: -8.883 eV
**SMILES string**: C[C@@H]1SCNN1C
**2S+1**: 1
**Orbital gap**: 9.82 eV
**Total charge**: 0


Relative calculated energies, zero for the most stable structure, unit eV: w 2.606; x 0.000.


w.
Entry from the Open Molecules 2025 dataset: the molecule C4H10N2S (the ωB97M-V functional and the def2-TZVPD basis).

Geometry as XYZ:
```
17
C4H10N2S, DFT the ωB97M-V functional and the def2-TZVPD basis
N -0.342 1.811 -0.190
C -1.005 0.573 0.174
C -1.276 -0.485 -0.877
N -0.204 -1.341 -0.315
C 0.030 -0.439 0.817
C 1.485 0.013 0.963
S 2.356 0.140 -0.633
H 0.423 1.571 -0.792
H -1.028 2.405 -0.661
H -1.880 0.841 0.815
H -2.302 -1.018 -0.865
H -1.098 -0.192 -1.929
H -0.427 -2.310 -0.146
H -0.364 -0.802 1.777
H 1.501 1.005 1.354
H 2.064 -0.693 1.577
H 2.065 -1.081 -1.068
```

Results
**Lowest unoccupied orbital energy**: 0.961 eV
**HOMO level**: -8.827 eV
**SMILES string**: N[C@H]1CN[C@H]1CS
**2S+1**: 1
**Orbital gap**: 9.79 eV
**Total charge**: 0


x.
Entry from the Open Molecules 2025 dataset: the molecule C4H10N2S (the ωB97M-V functional and the def2-TZVPD basis).

Geometry as XYZ:
```
17
C4H10N2S, DFT the ωB97M-V functional and the def2-TZVPD basis
C 1.830 -1.464 -0.517
C 1.351 -0.499 0.583
N -0.150 -0.708 0.431
C -0.670 0.396 -0.105
C -0.173 1.802 -0.034
N -2.019 0.342 -0.241
S -3.171 -0.984 -0.037
H 1.368 -1.146 -1.611
H 1.358 -2.580 -0.187
H 2.962 -1.574 -0.784
H 1.678 0.570 0.292
H 1.470 -0.892 1.669
H 0.386 2.054 0.925
H 0.376 1.912 -0.979
H -0.911 2.653 -0.010
H -2.375 1.244 -0.701
H -3.310 -1.127 1.306
```

Results
**Lowest unoccupied orbital energy**: 0.672 eV
**HOMO level**: -8.433 eV
**SMILES string**: CC/N=C(\C)NS
**2S+1**: 1
**Orbital gap**: 9.11 eV
**Total charge**: 0


y.
Entry from the Open Molecules 2025 dataset: a structure of composition C4H10N2S (the ωB97M-V functional and the def2-TZVPD basis).

Geometry as XYZ:
```
17
C4H10N2S, DFT the ωB97M-V functional and the def2-TZVPD basis
C -0.238 -1.645 0.519
C 0.545 -0.342 0.476
C 1.667 -0.257 -0.569
C -0.639 2.120 0.204
N -1.537 -1.489 -0.266
N -0.708 0.795 -0.468
S -2.152 0.066 -0.008
H 0.325 -2.435 0.088
H -0.589 -2.025 1.464
H 0.694 0.274 1.397
H 1.360 -0.817 -1.410
H 2.642 -0.663 -0.161
H 1.843 0.851 -0.882
H 0.378 2.565 -0.124
H -1.328 2.729 -0.293
H -0.945 2.063 1.223
H -1.318 -1.792 -1.189
```

Results
**Lowest unoccupied orbital energy**: 1.060 eV
**HOMO level**: -7.758 eV
**2S+1**: 1
**Orbital gap**: 8.82 eV
**Total charge**: 0


Relative calculated energies, zero for the most stable structure, unit eV: w 0.000; x 1.923; y 1.751.


w.
Entry from the Open Molecules 2025 dataset: the molecule C4H10N2S (the ωB97M-V functional and the def2-TZVPD basis).

Geometry as XYZ:
```
17
C4H10N2S, DFT the ωB97M-V functional and the def2-TZVPD basis
N 0.081 1.945 0.106
C -0.106 0.759 -0.683
C -1.002 -0.383 -0.111
N -1.138 -0.339 1.342
C 0.032 -1.421 -0.519
C 1.096 -0.241 -0.727
S 2.325 -0.184 0.562
H 0.695 2.691 -0.319
H 0.556 1.672 0.961
H -0.325 1.092 -1.673
H -1.995 -0.581 -0.659
H -1.537 0.625 1.537
H -2.009 -0.963 1.609
H -0.158 -1.839 -1.539
H 0.252 -2.192 0.218
H 1.643 -0.239 -1.739
H 1.590 -0.402 1.632
```

Results
**Lowest unoccupied orbital energy**: 0.889 eV
**HOMO level**: -8.818 eV
**SMILES string**: N[C@@H]1[C@H](N)C[C@@H]1S
**2S+1**: 1
**Orbital gap**: 9.71 eV
**Total charge**: 0


x.
Entry from the Open Molecules 2025 dataset: the molecule C4H10N2S (the ωB97M-V functional and the def2-TZVPD basis).

Geometry as XYZ:
```
17
C4H10N2S, DFT the ωB97M-V functional and the def2-TZVPD basis
N 2.178 -0.867 -0.291
C 1.077 -0.726 0.616
C 0.160 0.383 0.114
S 0.908 2.088 -0.018
C -1.179 0.334 0.928
N -1.839 -0.394 -0.155
C -0.770 0.003 -1.073
H 2.890 -1.435 0.145
H 1.938 -1.193 -1.221
H 1.407 -0.510 1.655
H 0.432 -1.647 0.673
H -0.228 2.640 -0.484
H -1.266 -0.097 1.976
H -1.624 1.308 1.002
H -2.746 0.002 -0.476
H -0.918 0.913 -1.679
H -0.420 -0.803 -1.713
```

Results
**Lowest unoccupied orbital energy**: 0.837 eV
**HOMO level**: -8.856 eV
**SMILES string**: NCC1(S)CNC1
**2S+1**: 1
**Orbital gap**: 9.69 eV
**Total charge**: 0


Relative calculated energies, zero for the most stable structure, unit eV: w 0.000; x 0.246.